Record 1
Here is C6H8ClNaO10 as an isolated structure from the OMol25 dataset. Energies are from wB97M-V/def2-TZVPD.

Each line ends with the natural charge from an NBO analysis.
Positions of all 26 atoms, in Å:
Na1 -5.0393 -4.1633 -4.4912  0.992
Cl1 -8.5617 -5.1363 -4.8901  2.565
O1 -7.5300 -4.1279 -5.1008  -0.983
O2 -9.7272 -4.6831 -5.6057  -0.872
O3 -8.1303 -6.3942 -5.3662  -0.846
O4 -8.8540 -5.2578 -3.4826  -0.851
C1 -9.4965 -3.7089 -8.6915  -0.094
C2 -10.8995 -3.4134 -8.1028  -0.090
O5 -11.4997 -2.6268 -9.1287  -0.494
C3 -10.8023 -2.6861 -10.2603  0.972
O6 -11.1912 -2.3142 -11.3133  -0.575
O7 -9.5854 -3.2575 -10.0314  -0.501
H1 -9.2433 -4.7596 -8.6069  0.203
H2 -8.7904 -3.0729 -8.1562  0.180
H3 -10.8413 -2.8172 -7.2018  0.203
H4 -11.4210 -4.3611 -7.9907  0.192
C4 -12.9288 -4.4119 -4.0430  -0.122
C5 -13.6753 -3.0745 -3.9935  -0.097
O8 -15.0407 -3.5417 -3.9623  -0.497
C6 -15.1319 -4.8692 -3.8425  0.969
O9 -16.1588 -5.4419 -3.6889  -0.580
O10 -13.9099 -5.4346 -3.9504  -0.482
H5 -12.1093 -4.5786 -3.3391  0.209
H6 -12.3585 -4.5766 -4.9643  0.202
H7 -13.5390 -2.4412 -4.8622  0.202
H8 -13.5814 -2.5763 -3.0305  0.193

Results
**LUMO level**: -2.46 eV
**Energy**: -43758.2708 eV
**Relative energy (zero: lowest compared OMol25 entry of this formula, charge and spin)**: 7.3 kcal per mole
**Max |F|**: 0.0420 hartree/bohr
**E_HOMO**: -10.25 eV

---

Record 2
Here is C6H8CoOP as an isolated structure from the OMol25 dataset. Energies are from wB97M-V/def2-TZVPD.

Each line ends with the natural charge from an NBO analysis.
Positions of all 17 atoms, in Å:
C1 0.3191 0.8431 -1.1695  -0.433
C2 1.6613 0.3124 -1.0338  -0.278
C3 1.6247 -1.1019 -1.1107  -0.279
C4 0.2891 -1.5198 -1.4094  -0.265
C5 -0.5735 -0.3490 -1.4386  -0.462
Co1 -0.3770 -0.0999 0.7733  0.984
P1 -1.5354 1.4216 1.6238  -0.039
H1 0.0439 1.8757 -1.3329  0.230
H2 2.5565 0.9119 -0.9203  0.223
H3 2.4514 -1.7672 -0.9290  0.224
H4 -1.5831 -0.3084 -1.8313  0.236
H5 -0.0214 -2.5226 -1.6411  0.225
H6 -2.8581 1.4402 1.0276  0.037
H7 -1.0426 2.7763 1.4135  0.022
H8 -1.7194 1.2652 3.0468  0.052
O1 0.4746 -1.8810 2.9626  -0.499
C6 0.2899 -1.2967 1.9691  0.022

Results
**LUMO level (spin up / spin down)**: 0.48 / -0.94 eV
**Energy**: -55309.7432 eV
**Relative energy (zero: lowest compared OMol25 entry of this formula, charge and spin)**: 23.7 kcal per mole
**Max |F|**: 0.0867 hartree/bohr
**E_HOMO (spin up / spin down)**: -5.08 / -8.56 eV
**2S+1**: 5

---

Record 3
Here is C6H8F2 in the gas phase from the OMol25 dataset. Energies are from wB97M-V/def2-TZVPD.

Each line ends with the natural charge from an NBO analysis.
Positions of all 16 atoms, in Å:
C1 2.0579 -0.0401 1.0089  -0.629
C2 0.7559 -0.0486 0.2513  -0.051
C3 0.0419 -1.1742 0.0221  -0.197
C4 -1.1896 -1.3046 -0.8072  0.011
C5 0.2499 1.3031 -0.0712  0.386
C6 -0.3008 1.8061 -1.1760  -0.490
H1 2.4943 -1.0323 1.0639  0.218
H2 1.9013 0.3236 2.0094  0.233
H3 2.7729 0.6119 0.5207  0.221
H4 0.5465 -2.0802 0.3388  0.212
H5 -1.7630 -0.3862 -0.7782  0.185
H6 -0.9782 -1.5421 -1.8657  0.178
H7 -0.6020 2.8345 -1.3155  0.227
H8 -0.5513 1.1261 -1.9900  0.213
F1 -1.9570 -2.3974 -0.3119  -0.375
F2 0.4557 2.0522 1.0507  -0.343

Results
**LUMO level**: 0.88 eV
**Energy**: -11785.2798 eV
**Relative energy (zero: lowest compared OMol25 entry of this formula, charge and spin)**: 13.8 kcal per mole
**Max |F|**: 0.0330 hartree/bohr
**SMILES string**: C=C(F)/C(C)=C\CF
**E_HOMO**: -9.47 eV

---

Record 4
Here is C6H8FN in the gas phase from the OMol25 dataset. Energies are from wB97M-V/def2-TZVPD.

Each line ends with the natural charge from an NBO analysis.
Positions of all 16 atoms, in Å:
C1 0.2640 1.1039 1.8153  -0.615
C2 0.6850 0.2886 0.5590  -0.038
C3 0.1621 -1.3922 -0.5682  -0.187
C4 -0.4403 -0.0028 -0.3173  0.213
C5 -0.8014 0.5523 -1.5149  -0.051
C6 -1.1448 0.9332 -2.6431  -0.193
H1 1.0321 1.2543 2.4941  0.214
H2 -0.2202 2.0380 1.3893  0.227
H3 -0.3577 0.3661 2.2604  0.230
H4 1.3638 0.7130 -0.1511  0.196
H5 1.2142 -1.8132 1.2323  0.381
H6 0.5403 -1.6354 -1.5284  0.185
H7 -0.5489 -2.2727 -0.4018  0.197
H8 -1.3531 1.3726 -3.6559  0.260
N1 1.1218 -1.1425 0.4853  -0.649
F1 -1.5167 -0.3633 0.5450  -0.370

Results
**LUMO level**: 1.02 eV
**Energy**: -10554.7739 eV
**Relative energy (zero: lowest compared OMol25 entry of this formula, charge and spin)**: 98.8 kcal per mole
**Max |F|**: 0.1425 hartree/bohr
**SMILES string**: C#C[C@@]1(F)CN[C@@H]1C
**E_HOMO**: -8.76 eV